Density functional theory data (the ωB97M-V functional and the def2-TZVPD basis) for a 2-piece molecular cluster, C3H12NO overall.

The geometry in XYZ format:
```
17
Properties=species:S:1:pos:R:3:lowdin_charge:R:1
C -0.231 -0.944 2.331 0.01
N -0.297 0.297 1.441 0.12
H 0.011 -1.764 1.658 0.10
H -1.219 -1.105 2.766 0.10
H 0.444 -0.755 3.161 0.10
H -0.095 1.223 1.803 0.16
H 0.277 0.058 0.566 0.08
H -1.297 0.379 1.239 0.15
C 0.490 -0.186 -1.831 -0.21
O 1.297 -0.190 -0.591 -0.12
C -0.427 1.034 -1.823 -0.07
H -0.127 -1.078 -1.779 0.12
H 1.162 -0.189 -2.658 0.11
H 1.983 -0.862 -0.710 0.12
H -0.085 1.850 -1.184 0.08
H -1.449 0.773 -1.561 0.07
H -0.437 1.458 -2.826 0.09
```

## Properties
**LUMO level**: -3.29 eV
**Total energy**: -6836.343 eV
**Total charge**: +1



Density functional theory data (the ωB97M-V functional and the def2-TZVPD basis) for C3H12NO as an isolated structure.

The geometry in XYZ format:
```
17
Properties=species:S:1:pos:R:3:lowdin_charge:R:1
C 1.588 0.144 1.973 0.25
C 0.254 -0.320 1.686 -0.15
C -0.963 0.526 1.690 0.22
N -0.387 -1.721 -1.373 0.06
H 1.757 1.217 2.131 0.11
H 0.017 2.164 -8.234 -0.01
H 2.301 -0.576 2.311 0.09
H 0.130 -1.508 1.068 0.21
H -0.754 1.460 2.222 0.11
H -1.379 0.439 -9.330 0.01
H -1.822 -0.063 1.900 0.09
H -0.679 -0.789 -1.182 -0.04
H 0.554 -1.919 -1.687 0.04
H -1.145 -2.360 -1.558 0.03
H -0.223 2.054 -0.860 0.07
H -0.152 0.711 -0.277 -0.05
O -0.147 1.131 -1.140 -0.03
```

## Properties
**LUMO level**: -8.39 eV
**Total energy**: -6823.874 eV
**Total charge**: +1



Density functional theory data (the ωB97M-V functional and the def2-TZVPD basis) for a 2-piece molecular cluster, C3H12NO overall.

The geometry in XYZ format:
```
17
Properties=species:S:1:pos:R:3:lowdin_charge:R:1
C -1.311 -0.649 -1.423 -0.07
C -0.968 0.631 -0.703 -0.19
N 0.229 0.454 0.195 -0.04
C 0.391 1.396 1.340 0.02
H -1.647 -1.421 -0.728 0.09
H -2.065 -0.446 -2.171 0.09
H -0.490 -1.084 -1.985 0.08
H -0.868 1.503 -1.348 0.14
H -1.818 0.864 -0.059 0.13
H 0.915 0.674 -0.543 0.17
H 0.652 -0.508 0.255 0.11
H 0.618 2.393 0.975 0.11
H 1.235 1.067 1.940 0.10
H -0.566 1.389 1.841 0.10
H 1.407 -2.211 1.398 0.08
H 2.459 -2.350 0.325 0.09
O 1.829 -1.702 0.691 -0.04
```

## Properties
**LUMO level**: -3.14 eV
**Total energy**: -6836.554 eV
**Total charge**: +1



Density functional theory data (the ωB97M-V functional and the def2-TZVPD basis) for a 2-piece molecular cluster, C3H12NO overall.

The geometry in XYZ format:
```
17
Properties=species:S:1:pos:R:3:lowdin_charge:R:1
C -0.961 1.108 2.411 0.04
N -0.341 -0.252 1.919 0.14
H -0.154 1.851 2.238 0.12
H -1.767 1.431 1.845 0.06
H -1.428 0.835 3.372 0.11
H 0.450 -0.569 2.465 0.16
H -0.016 -0.280 0.993 0.03
H -1.021 -1.081 1.782 0.21
C 0.295 0.075 -1.367 -0.29
O 0.305 -1.049 -0.454 -0.15
C 0.855 -0.362 -2.711 -0.07
H -0.728 0.547 -1.363 0.13
H 0.964 0.859 -0.889 0.12
H 0.715 -1.780 -0.992 0.12
H 1.403 0.449 -3.212 0.09
H 1.484 -1.256 -2.705 0.09
H -0.054 -0.525 -3.331 0.10
```

## Properties
**LUMO level**: -3.38 eV
**Total energy**: -6835.667 eV
**Total charge**: +1



Density functional theory data (the ωB97M-V functional and the def2-TZVPD basis) for a 3-piece molecular cluster, C3H12NO overall.

The geometry in XYZ format:
```
17
Properties=species:S:1:pos:R:3:lowdin_charge:R:1
C -0.221 -0.876 0.714 -0.18
C 0.493 -0.502 -0.582 -0.16
C 1.880 0.029 -0.372 -0.02
N 0.151 -0.210 1.913 0.33
H -0.109 -1.968 0.877 0.20
H -1.339 -0.816 0.608 0.20
H 0.436 -1.424 -1.187 0.18
H -0.077 0.263 -1.219 0.16
H 1.945 0.740 0.450 0.09
H 2.334 0.539 -1.220 0.12
H 2.571 -0.773 -0.037 0.16
H 0.221 0.819 1.809 0.13
H -0.499 -0.255 2.719 0.19
H -0.803 1.798 0.367 0.30
H -3.001 0.807 -2.054 0.15
H -1.879 1.224 -1.062 -0.01
O -2.104 0.605 -1.724 0.16
```

## Properties
**LUMO level (spin up / spin down)**: -15.57 / -13.67 eV
**2S+1**: 2
**Total energy**: -6815.213 eV
**Total charge**: +2



Density functional theory data (the ωB97M-V functional and the def2-TZVPD basis) for a 2-piece molecular cluster, C3H12NO2 overall.

The geometry in XYZ format:
```
18
Properties=species:S:1:pos:R:3:lowdin_charge:R:1
C 0.949 -0.043 -0.565 -0.11
C 0.344 -1.145 0.303 -0.42
C 1.296 -1.340 1.476 -0.03
O -0.908 -0.762 0.829 -0.01
N 0.029 0.476 -1.621 0.18
H 1.176 0.834 0.051 0.15
H 1.867 -0.364 -0.988 0.13
H 0.258 -2.072 -0.280 0.16
H 2.350 -1.477 1.196 0.10
H 0.950 -2.241 1.987 0.10
H 1.215 -0.564 2.216 0.09
H -1.673 -1.100 0.355 0.11
H -0.378 -0.266 -2.190 0.18
H 0.384 1.300 -2.093 0.17
H -0.785 0.943 -1.160 0.11
H -1.418 3.337 -0.451 0.08
H -1.966 2.008 0.314 0.07
O -1.270 2.412 -0.210 -0.03
```

## Properties
**LUMO level**: -3.46 eV
**Total energy**: -8884.270 eV
**Total charge**: +1



Density functional theory data (the ωB97M-V functional and the def2-TZVPD basis) for a 3-piece molecular cluster, C3H12NO2S overall.

The geometry in XYZ format:
```
19
Properties=species:S:1:pos:R:3:lowdin_charge:R:1
C 1.156 -2.262 -0.254 -0.11
C 0.810 -0.755 -0.300 -0.47
C -0.520 -0.639 -1.115 -0.69
S -2.110 -1.233 -0.400 0.17
N 0.522 -0.339 1.094 -0.02
H 1.323 -2.409 0.836 0.06
H 2.122 -2.504 -0.690 0.05
H 0.341 -2.886 -0.592 0.04
H 1.665 -0.175 -0.677 0.12
H -0.778 0.406 -1.264 0.00
H -0.458 -1.271 -2.019 0.03
H 0.675 0.640 1.263 0.02
H -0.397 -0.672 1.392 0.00
H -1.799 1.146 1.163 0.01
H -2.187 1.556 -0.331 0.00
O -1.821 1.851 0.504 -0.12
H -0.150 2.724 0.670 -0.02
H 0.884 3.670 -0.037 0.02
O 0.721 3.151 0.757 -0.09
```

## Properties
**LUMO level**: 3.64 eV
**Total energy**: -19726.882 eV
**Total charge**: -1



Density functional theory data (the ωB97M-V functional and the def2-TZVPD basis) for a 3-piece molecular cluster, C3H12NO3 overall.

The geometry in XYZ format:
```
19
Properties=species:S:1:pos:R:3:lowdin_charge:R:1
C 1.410 -0.788 1.569 -0.32
N 0.991 -1.099 0.230 -0.09
C -0.452 -0.987 -0.087 -0.43
O -0.795 0.198 -0.677 -0.28
C 1.336 0.717 1.912 -0.10
H 2.466 -1.056 1.678 0.09
H 0.800 -1.378 2.251 0.09
H 1.534 -0.587 -0.452 0.09
H -0.666 -1.853 -0.731 0.09
H -0.946 -1.051 0.897 0.10
H 0.324 1.053 1.684 0.05
H 1.368 0.914 2.983 0.05
H 2.143 1.278 1.465 0.06
H -1.610 1.006 0.061 -0.04
H -2.043 1.524 1.582 -0.05
O -2.199 1.716 0.658 -0.23
H -0.191 -0.531 -2.503 -0.01
H 0.418 0.663 -3.246 0.02
O -0.011 -0.184 -3.393 -0.10
```

## Properties
**LUMO level**: 3.97 eV
**Total energy**: -10938.652 eV
**Total charge**: -1



Density functional theory data (the ωB97M-V functional and the def2-TZVPD basis) for a 2-piece molecular cluster, C3H12NO3 overall.

The geometry in XYZ format:
```
19
Properties=species:S:1:pos:R:3:lowdin_charge:R:1
C -0.070 0.643 -1.276 -0.16
O -1.129 1.307 -1.953 -0.05
C -0.783 -0.390 -0.184 -0.17
C 0.402 -1.020 0.587 -0.26
O 0.042 -1.810 1.646 -0.04
N -1.694 0.426 0.709 0.24
H 0.657 1.348 -0.978 0.10
H 0.387 0.069 -1.965 0.09
H -1.601 0.529 -2.324 0.11
H -1.263 -1.189 -0.735 0.15
H 0.919 -1.662 -0.277 0.18
H 1.143 -0.352 0.987 0.09
H 0.109 -2.782 1.592 0.13
H -2.059 -0.100 1.560 0.20
H -1.187 1.206 1.166 0.20
H -2.534 0.718 0.337 0.13
H 3.337 0.925 0.985 -0.01
H 2.709 1.083 -0.390 0.01
O 2.615 1.052 0.511 0.05
```

## Properties
**LUMO level**: -3.45 eV
**Total energy**: -10929.652 eV
**Total charge**: +1



Density functional theory data (the ωB97M-V functional and the def2-TZVPD basis) for a 3-piece molecular cluster, C3H12NO4 overall.

The geometry in XYZ format:
```
20
Properties=species:S:1:pos:R:3:lowdin_charge:R:1
C 0.359 -0.725 0.190 -0.30
C 1.484 -0.516 -0.753 -0.15
C 1.357 0.878 -1.332 -0.44
O 2.454 1.076 -2.170 0.07
O 0.466 1.743 -1.101 0.01
N -0.951 -0.481 -0.460 0.10
H 0.518 -1.736 0.573 0.10
H 0.490 -0.055 1.063 0.13
H 1.552 -1.226 -1.576 0.12
H 2.524 -0.635 -0.344 0.15
H 2.592 1.902 -2.631 0.11
H -1.536 -0.402 0.404 0.08
H -1.322 -1.355 -0.845 0.02
H -1.013 0.421 -0.967 0.09
H -2.271 -2.291 2.238 0.01
H -1.507 -1.572 3.341 0.03
O -1.442 -1.830 2.414 -0.12
H -1.815 2.539 0.191 0.05
H -0.602 2.382 1.067 0.04
O -1.337 1.882 0.699 -0.09
```

## Properties
**LUMO level (spin up / spin down)**: 0.53 / 0.36 eV
**2S+1**: 2
**Total energy**: -12982.248 eV
**Total charge**: 0



Relative energy (zero: lowest compared OMol25 entry of this formula, charge and spin)
In order: 1.071; 13.541; 0.861; 1.747; 6.861; 0.604; 0.924; 0.751; 2.495; 1.212
Unit: eV
Strongest force on any atom
In order: 1.70; 6.54; 3.46; 3.24; 3.60; 1.65; 2.39; 1.58; 6.40; 4.90
Unit: eV/Å